A:
The following is a DFT calculation (ωB97M-V with the def2-TZVPD basis set) of a single C21H28N4O3 molecule.

## Properties
**Structure (SMILES)**: CCOC(CNc1cc(C)nc2c(-c3ccccc3OC)c(C)nn12)OCC
**HOMO energy**: -7.5 eV
**E_LUMO**: 0.66 eV
**Gap between HOMO and LUMO**: 8.186 eV

XYZ file:
```
56
C21H28N4O3 (ωB97M-V with the def2-TZVPD basis set)
C 1.39166 4.93626 1.86345
C 1.39229 3.35019 1.64059
O 1.78362 2.92313 2.94520
C 1.21959 1.61874 3.21173
C 2.39980 0.49226 2.60954
N 2.00408 0.33979 1.28192
C 1.00660 -0.30255 0.63805
C 0.11443 -1.19170 1.44106
C -0.87918 -2.08813 0.68151
C -1.73905 -2.87461 1.57186
N -1.19057 -1.75710 -0.50353
C -0.15118 -0.99233 -1.19739
C -0.32083 -0.53312 -2.40001
C -1.08863 -0.97240 -3.70345
C -1.59434 -0.22751 -4.49862
C -2.29207 -0.55623 -5.56473
C -2.71955 -1.92431 -5.72672
C -2.04200 -2.70794 -4.90598
C -1.24698 -2.32434 -3.83740
O -0.73131 -3.39712 -2.91467
C -0.79221 -4.68334 -3.03817
C 0.80264 0.27592 -2.54040
C 1.38883 1.01656 -3.85412
N 1.30239 0.55440 -1.31926
N 0.94240 -0.53093 -0.51717
O 1.01419 1.40671 4.57534
C 0.20992 1.88092 5.25231
C 0.11225 1.38352 6.70926
H 0.59960 5.35611 2.45227
H 1.26604 5.42883 0.79267
H 2.19865 5.20987 2.36459
H 0.41334 2.93884 1.26329
H 2.24209 3.05174 1.03842
H 0.27331 1.17850 2.53506
H 2.23646 -0.46548 3.19835
H 3.29163 0.89509 2.75830
H 2.45257 0.88758 0.69149
H 0.33933 -1.57161 2.49953
H -1.27352 -3.69156 1.72457
H -2.33546 -2.23246 2.14137
H -2.57982 -3.14347 0.58114
H -1.38378 1.08782 -4.42277
H -2.85330 0.26845 -6.17659
H -3.52961 -2.13597 -6.34009
H -2.45947 -3.76670 -5.10219
H -0.62231 -4.95100 -2.15519
H -2.03240 -4.78573 -2.79687
H -0.73882 -5.08499 -3.77719
H 1.27907 0.64495 -4.79641
H 0.88525 1.88291 -3.84292
H 2.40739 1.35502 -3.61688
H 0.51198 3.09606 5.10356
H -0.93100 1.74132 4.74418
H 0.99351 1.56120 7.09125
H -0.29961 0.23474 6.80804
H -0.64790 1.89518 7.33882
```

***

B:
The following is a DFT calculation (ωB97M-V with the def2-TZVPD basis set) of a molecular structure, C21H28N4O3.

## Properties
**HOMO energy**: -7.7 eV
**E_LUMO**: 0.65 eV
**Gap between HOMO and LUMO**: 8.342 eV

XYZ file:
```
56
C21H28N4O3 (ωB97M-V with the def2-TZVPD basis set)
C -6.93696 -0.79168 0.49607
C -5.58869 -0.51541 -0.41562
H -5.60449 -0.99828 -1.37021
H -5.62729 0.52693 -0.69128
O -4.57639 -1.05401 0.20454
C -3.45164 -0.36321 0.03631
O -3.51991 0.99147 0.21045
C -3.56412 1.67350 1.23210
C -3.63216 3.19247 1.15508
H -2.63435 3.47991 0.76002
H -3.71379 3.80259 2.26073
H -4.53780 3.57630 0.55385
H -4.43195 1.09009 1.72070
H -2.65832 1.41200 1.98940
C -2.94482 -0.64883 -1.57419
N -1.65092 -0.24350 -1.55042
C -0.46597 -1.02471 -1.10903
C -0.43796 -2.24445 -0.72060
C 0.95207 -2.59856 -0.45618
N 1.90396 -1.92882 -0.20253
C 1.78959 -0.69370 -0.72785
C 2.64209 0.45471 -0.50131
C 2.02186 1.59184 -1.04006
N 0.68860 1.22513 -1.15296
N 0.63423 0.04159 -1.30322
C 2.60046 2.89394 -1.27988
H 3.38539 2.86785 -0.62863
H 2.85376 3.20234 -2.33589
H 1.64088 3.53634 -0.92148
C 4.21383 0.24474 -0.25051
C 5.12661 0.92064 -1.25952
C 6.44124 0.67904 -1.10059
C 6.95411 0.09183 0.18080
C 5.98809 -0.58495 1.04223
C 4.60925 -0.40408 0.85058
O 3.85495 -0.67618 1.84293
C 2.94437 0.01318 2.26140
H 2.26178 0.54009 1.98966
H 2.29496 -0.55955 3.11913
H 3.34415 0.88828 3.11426
H 6.42015 -1.03610 2.12195
H 7.84305 0.02158 0.58614
H 7.07873 1.07487 -1.65177
H 4.71299 1.14197 -2.08671
C 0.86871 -4.08692 -0.09214
H 2.13956 -4.40354 0.31745
H 0.34416 -4.51110 0.80571
H 0.89842 -4.92522 -0.84537
H -1.23263 -2.74560 -0.94516
H -1.57053 0.85877 -1.66177
H -3.54767 -0.06598 -2.21084
H -2.99855 -1.66684 -1.64409
H -2.48013 -0.61630 0.61325
H -7.80825 -0.62797 -0.06599
H -6.86227 -0.27092 1.44079
H -6.97444 -1.74761 0.89027
```

***

B takes first place; second place is 199.4 kJ/mol up.

***

A:
The following is a DFT calculation (ωB97M-V with the def2-TZVPD basis set) of a molecular structure, C13H15N.

## Properties
**HOMO energy**: -9.3 eV
**E_LUMO**: 0.56 eV
**Gap between HOMO and LUMO**: 9.907 eV

XYZ file:
```
29
C13H15N (ωB97M-V with the def2-TZVPD basis set)
C -0.65611 -2.21511 -0.69397
C 3.38056 0.46895 -0.43180
C 3.32221 -0.22094 0.77822
C 2.33124 0.78696 -1.28859
C 2.03149 -0.50673 1.27995
C 1.10436 0.31453 -0.83365
C 0.95646 -0.25995 0.42073
C -0.25332 0.38607 -1.57434
C -0.53154 -0.65811 0.44448
C -1.28533 0.41178 -0.44027
C -1.13030 -0.99613 1.81812
C -2.76154 0.01870 -0.64575
C -1.24106 1.72331 0.24413
N -0.67361 -3.08172 -1.40641
H 4.30844 0.60477 -0.79638
H 4.14147 -0.33088 1.42292
H 2.51062 1.27595 -2.18781
H 2.12199 -1.02184 2.24673
H -0.18003 1.26217 -2.14013
H -0.47024 -0.54071 -2.05445
H -1.21871 -0.09014 2.36290
H -0.57036 -1.81362 2.33988
H -2.08109 -1.51417 1.86143
H -2.91314 -0.92430 -1.00866
H -3.36763 0.75834 -1.19613
H -3.17735 -0.17802 0.38607
H -0.23620 2.05591 0.43734
H -1.81429 1.87174 1.10320
H -1.64698 2.41319 -0.44775
```

***

B:
The following is a DFT calculation (ωB97M-V with the def2-TZVPD basis set) of a single C13H15N molecule.

## Properties
**Structure (SMILES)**: C=C=CCN1CCc2ccccc2C1
**HOMO energy**: -8.6 eV
**E_LUMO**: 0.30 eV
**Gap between HOMO and LUMO**: 8.933 eV

XYZ file:
```
29
C13H15N (ωB97M-V with the def2-TZVPD basis set)
C -0.09237 0.33266 5.08335
C 0.08739 0.92460 3.73908
C -0.38711 1.37187 2.54578
C 0.31545 2.03866 1.42825
N 0.12342 1.37458 0.06446
C -1.38779 1.12463 -0.23857
C -1.23571 0.85547 -1.76396
C -0.26668 -0.36281 -2.11329
C -0.20322 -1.19046 -3.34213
C 0.43918 -2.43182 -3.47824
C 1.11865 -2.86032 -2.22177
C 1.44006 -1.84528 -1.30261
C 0.72314 -0.66179 -1.16361
C 0.70723 0.06296 0.26473
H 0.27033 -0.66654 5.48442
H -0.10210 0.94631 6.08955
H -1.50158 0.92343 2.17982
H -0.11644 3.21757 1.37282
H 1.44062 2.02891 1.38095
H -1.84279 0.34952 0.52616
H -1.87609 2.03310 -0.24959
H -0.76710 1.67785 -2.23621
H -2.10537 0.82075 -2.42957
H -0.79399 -0.98056 -4.32463
H 0.75010 -2.93333 -4.38670
H 1.55385 -3.81093 -2.33799
H 2.09734 -2.06929 -0.35582
H 1.71743 0.30667 0.85343
H -0.10588 -0.57640 0.93187
```

***

A takes first place; second place is 476.4 kJ/mol up.

***

A:
The following is a DFT calculation (ωB97M-V with the def2-TZVPD basis set) of 2 unconnected molecules or ions with the total composition CH4FN2O.

## Properties
**HOMO energy**: -18.0 eV
**Total charge**: +1
**E_LUMO**: -4.82 eV
**Gap between HOMO and LUMO**: 13.219 eV

XYZ file:
```
9
CH4FN2O (ωB97M-V with the def2-TZVPD basis set)
C -0.42159 -0.30158 0.93515
N -1.02032 -0.15250 -0.29680
N -1.44337 -0.08235 -1.32899
O -1.89663 0.04075 -2.35516
F 2.32670 0.75194 -0.27670
H 0.66108 -0.14827 0.83151
H -0.82711 0.44952 1.62461
H -0.62539 -1.30028 1.33089
H 3.24662 0.74278 -0.46451
```

***

B:
The following is a DFT calculation (ωB97M-V with the def2-TZVPD basis set) of 2 unconnected molecules or ions with the total composition CH4FN2O.

## Properties
**HOMO energy (spin up / spin down)**: -16.2 / -16.2 eV
**Total charge**: +1
**E_LUMO (spin up / spin down)**: -7.67 / -7.67 eV
**Gap between HOMO and LUMO (spin up / spin down)**: 8.483 / 8.485 eV

XYZ file:
```
9
CH4FN2O (ωB97M-V with the def2-TZVPD basis set)
C 1.90304 -0.36066 0.08167
N 0.63088 -0.23919 0.15138
N -1.61407 0.48407 0.24866
O -2.36060 0.63233 -0.67433
F 2.62919 0.49240 -0.67019
H 0.23308 -0.86813 0.86784
H -1.15168 1.37313 0.45494
H 2.39400 -1.22323 0.50096
H -2.66384 -0.29073 -0.96093
```

***

A takes first place; second place is 97.1 kJ/mol up.